15
Properties=species:S:1:pos:R:3:nbo_charge:R:1 method="wB97M-V/def2-TZVPD" energy_ev=-11646.5795 e_lumo_ha=-0.021 homo_lumo_gap_ev=8.671 e_above_lowest_kj_mol=922.7
C 0.302 0.207 1.200 -0.379
C -0.195 0.024 -0.177 0.687
C 0.422 0.544 -1.455 -0.293
H -1.765 -0.551 1.453 0.358
H -0.849 1.210 3.411 0.216
H 1.455 -0.026 1.373 0.231
H 0.117 1.283 1.205 0.217
H -0.215 0.171 -2.227 0.220
H 0.428 1.564 -1.188 0.206
H 2.406 1.230 -1.925 0.379
H 1.795 -0.659 -2.461 0.381
N -0.435 -0.262 2.403 -0.643
N 1.862 0.178 -1.558 -0.828
F -0.277 -1.393 -0.321 -0.382
F -1.560 0.472 -0.008 -0.371

16
Properties=species:S:1:pos:R:3:nbo_charge:R:1 method="wB97M-V/def2-TZVPD" energy_ev=-30290.3371 e_lumo_ha="-0.056 / -0.056" homo_lumo_gap_ev="7.978 / 7.979" e_above_lowest_kj_mol=193.4
C -2.049 -0.653 -0.294 -0.602
C -0.455 1.125 0.500 -0.609
C -0.602 -0.352 0.135 -0.107
N 0.268 -0.776 -0.915 -0.595
F 3.246 -1.377 -0.543 -0.560
F 2.264 -0.632 1.461 -0.565
P 2.435 -0.078 -0.043 1.679
S 3.466 1.551 -0.203 -0.462
H -2.156 -1.709 -0.522 0.223
H -2.718 -0.394 0.521 0.221
H -2.314 -0.068 -1.171 0.204
H -0.616 1.758 -0.372 0.207
H 0.555 1.308 0.874 0.206
H -1.164 1.411 1.273 0.218
H -0.374 -0.973 1.011 0.199
H 0.212 -0.141 -1.712 0.343

18
Properties=species:S:1:pos:R:3:lowdin_charge:R:1 method="wB97M-V/def2-TZVPD" energy_ev=-30333.2352 charge=+1 e_lumo_ha=-0.318 homo_lumo_gap_ev=7.395 e_above_lowest_kj_mol=0.0
Tl 0.728 0.993 -2.911 1.479
F 1.941 -0.484 -4.147 -0.428
F 1.062 3.231 -3.137 -0.424
O 1.094 0.675 -1.100 -0.456
S 1.218 0.591 0.353 0.866
O 2.141 1.513 1.106 -0.215
O -0.330 0.669 1.031 -0.240
C -1.449 0.388 0.279 -0.280
C -2.325 -0.584 1.120 -0.024
C 1.612 -1.195 0.906 -0.011
H -1.103 -0.159 -0.598 0.091
H -1.824 1.380 0.027 0.141
H -2.887 -0.099 1.917 0.089
H -1.820 -1.400 1.636 0.085
H -3.102 -0.953 0.451 0.088
H 2.035 -1.098 1.905 0.087
H 2.336 -1.722 0.284 0.084
H 0.672 -1.745 0.877 0.068

14
Properties=species:S:1:pos:R:3:nbo_charge:R:1 method="wB97M-V/def2-TZVPD" energy_ev=-21935.1917 e_lumo_ha=0.009 homo_lumo_gap_ev=7.447 e_above_lowest_kj_mol=300.1
C 1.467 1.073 0.069 -1.140
C -1.078 0.719 1.686 -1.124
C 0.256 -2.833 -1.687 -0.842
F -1.047 2.129 -0.802 -0.652
Si -0.408 0.837 -0.074 1.731
I -1.175 -1.030 -1.719 0.181
H 1.824 0.096 0.225 0.257
H 1.904 1.686 -0.696 0.257
H 1.643 1.746 0.888 0.246
H -1.351 1.707 1.814 0.244
H -1.918 0.106 1.792 0.250
H -0.292 0.385 2.380 0.255
H -0.427 -3.561 -1.177 0.165
H 0.602 -3.060 -2.700 0.172

15
Properties=species:S:1:pos:R:3:nbo_charge:R:1 method="wB97M-V/def2-TZVPD" energy_ev=-10424.7453 e_lumo_ha=0.018 homo_lumo_gap_ev=10.005 e_above_lowest_kj_mol=272.5
H -0.870 1.849 -1.011 0.354
N -1.788 1.743 -0.417 -0.659
C -1.878 0.600 0.167 0.268
N -0.995 -0.450 0.368 -0.509
N -0.180 -0.651 -0.731 -0.459
C 1.155 -0.781 -0.344 -0.296
C 1.512 0.462 0.524 -0.015
F 1.927 1.720 -0.198 -0.393
H -2.746 0.389 0.734 0.146
H -1.395 -1.282 1.004 0.379
H -0.521 -1.514 -1.218 0.357
H 1.945 -0.966 -1.162 0.229
H 1.179 -1.861 0.047 0.182
H 0.362 0.503 0.928 0.226
H 2.296 0.237 1.310 0.188

15
Properties=species:S:1:pos:R:3:nbo_charge:R:1 method="wB97M-V/def2-TZVPD" energy_ev=-10408.4898 charge=+2 smiles="CN(C=[NH2+])C(=[NH2+])F" e_lumo_ha=-0.376 homo_lumo_gap_ev=11.332 e_above_lowest_kj_mol=122.2
C -0.907 1.026 -0.267 -0.425
N 0.077 -0.100 -0.116 -0.421
C -0.440 -1.377 0.132 0.454
N -1.697 -1.451 0.158 -0.565
C 1.368 0.109 0.020 0.946
N 2.143 1.155 0.193 -0.675
F 2.231 -1.211 -0.318 -0.306
H -1.443 1.206 0.627 0.254
H -0.410 1.913 -0.530 0.262
H -1.542 0.774 -1.026 0.249
H 0.280 -2.190 0.262 0.311
H -2.213 -2.242 0.296 0.466
H -2.249 -0.648 0.062 0.437
H 1.605 2.019 0.450 0.478
H 3.197 1.016 0.059 0.533

14
Properties=species:S:1:pos:R:3:nbo_charge:R:1 method="wB97M-V/def2-TZVPD" energy_ev=-17290.6497 e_lumo_ha="0.001 / -0.034" homo_lumo_gap_ev="8.737 / 7.214" e_above_lowest_kj_mol=394.8
C -2.311 -0.568 -1.141 -0.817
C 0.519 1.794 0.395 -0.249
C 1.809 -1.225 0.307 -0.569
O -0.653 1.306 -0.129 -0.774
F -1.554 -0.735 1.250 -0.592
P -0.837 -0.341 -0.204 1.503
H -2.204 -0.764 -2.258 0.210
H -2.969 -1.401 -0.592 0.226
H 0.378 2.774 0.504 0.189
H 1.320 1.761 -0.378 0.166
H 0.978 1.386 1.287 0.183
H 1.210 -1.576 1.157 0.185
H 1.698 -1.780 -0.629 0.181
H 2.617 -0.630 0.430 0.161

13
Properties=species:S:1:pos:R:3:lowdin_spin:R:1 method="wB97M-V/def2-TZVPD" s_squared=8.76 energy_ev=-39663.9875 charge=+1 e_lumo_ha="-0.145 / -0.266" spin_multiplicity=6 homo_lumo_gap_ev="10.767 / 8.455" e_above_lowest_kj_mol=0.0
C 0.492 0.653 -1.710 0.016
O -0.166 0.212 -0.545 0.125
C 0.694 -0.140 0.591 0.068
C -0.223 -0.562 1.713 0.349
H -0.272 0.948 -2.438 0.000
H 1.136 1.518 -1.484 0.003
H 1.111 -0.154 -2.133 0.002
H 1.296 0.757 0.813 0.005
H 1.371 -0.933 0.231 0.006
H -3.414 -0.608 -0.083 0.184
H -0.098 0.069 2.603 0.028
H -0.065 -1.610 2.004 0.019
Fe -1.861 -0.151 0.439 4.196

17
Properties=species:S:1:pos:R:3:nbo_charge:R:1 method="wB97M-V/def2-TZVPD" energy_ev=-38593.7576 smiles="C=C(S)S(=O)(=O)NC.I" e_lumo_ha=-0.004 homo_lumo_gap_ev=9.230 e_above_lowest_kj_mol=175.1
C -0.349 -1.224 1.477 -0.344
C -0.197 -0.990 0.153 -0.478
S -0.079 -2.097 -1.174 0.102
S -0.371 0.684 -0.548 2.331
O -0.216 0.632 -1.927 -0.939
O -1.591 1.263 -0.100 -0.954
N 0.914 1.527 0.120 -0.918
C 2.204 0.837 -0.321 -0.446
H -0.684 -0.598 2.243 0.232
H -0.240 -2.202 1.796 0.197
H 0.427 -3.225 -0.340 0.147
H 1.051 2.521 0.319 0.434
H 1.765 -0.108 -0.933 0.217
H 2.733 1.412 -1.133 0.217
H 2.783 0.488 0.556 0.212
I -4.708 0.525 0.348 -0.135
H -3.440 0.555 -0.536 0.125

17
Properties=species:S:1:pos:R:3:nbo_charge:R:1 method="wB97M-V/def2-TZVPD" energy_ev=-38594.5197 e_lumo_ha=0.002 homo_lumo_gap_ev=9.144 e_above_lowest_kj_mol=101.6
C 0.483 -0.113 1.944 -0.630
C 0.915 1.247 -1.601 -0.430
C -0.332 -1.107 0.725 -0.633
N -0.320 1.320 -0.908 -0.840
O -1.334 -0.927 -1.617 -0.933
O -2.320 0.506 0.167 -0.934
S 0.792 -2.252 -0.132 -0.019
S -1.199 -0.078 -0.505 2.287
I -1.834 -2.198 1.805 0.194
H -0.230 0.758 2.315 0.245
H 1.431 0.181 1.456 0.216
H 0.719 -0.823 2.861 0.243
H 1.485 0.427 -1.028 0.193
H 0.725 1.091 -2.597 0.211
H 1.491 2.175 -1.624 0.217
H -0.284 1.974 -0.127 0.404
H -0.187 -2.181 -1.136 0.208

13
Properties=species:S:1:pos:R:3:nbo_charge:R:1 method="wB97M-V/def2-TZVPD" energy_ev=-20626.9884 e_lumo_ha="-0.044 / 0.003" homo_lumo_gap_ev="6.744 / 8.265" e_above_lowest_kj_mol=374.4
C 1.266 0.862 -0.558 -0.591
C 0.576 0.426 0.735 -0.500
C 0.315 -1.035 0.583 -0.276
P -2.787 -1.601 0.315 0.107
I -3.618 0.612 -0.149 -0.109
H 1.371 1.873 -0.561 0.204
H 2.255 0.529 -0.603 0.205
H 0.629 0.683 -1.385 0.210
H 0.986 0.538 1.757 0.223
H -0.346 1.106 0.689 0.220
H 0.029 -1.564 -0.324 0.182
H 0.508 -1.701 1.455 0.180
H -2.993 -2.101 -0.996 -0.054

12
Properties=species:S:1:pos:R:3:nbo_charge:R:1 method="wB97M-V/def2-TZVPD" energy_ev=-4722.6796 charge=+1 smiles="C=C(C)[NH3+]" e_lumo_ha=-0.153 homo_lumo_gap_ev=10.777 e_above_lowest_kj_mol=72.1
C -0.391 0.104 1.418 -0.349
C 0.098 0.083 0.186 0.120
C -0.304 1.117 -0.860 -0.663
N 0.622 -1.228 -0.291 -0.691
H 0.054 -0.389 2.361 0.247
H -1.117 0.868 1.632 0.238
H -1.235 0.840 -1.316 0.245
H -0.478 2.003 -0.300 0.259
H 0.479 1.335 -1.547 0.242
H 1.597 -1.329 -0.164 0.441
H 0.480 -1.359 -1.305 0.452
H 0.195 -2.046 0.187 0.458

13
Properties=species:S:1:pos:R:3:nbo_charge:R:1 method="wB97M-V/def2-TZVPD" energy_ev=-6217.2361 e_lumo_ha=0.031 homo_lumo_gap_ev=9.105 e_above_lowest_kj_mol=444.9
C -0.023 1.162 -0.200 -0.268
C 0.563 -0.254 -0.282 0.031
C 0.995 -0.991 0.934 -0.677
N -1.388 0.916 -0.656 -0.504
N -1.428 -0.560 -0.641 -0.496
H 0.041 1.551 0.822 0.177
H 0.474 1.868 -0.878 0.191
H 1.025 -0.527 -1.216 0.198
H 1.955 -1.474 0.760 0.219
H 0.272 -1.765 1.192 0.255
H 1.068 -0.318 1.787 0.216
H -2.100 1.241 0.000 0.342
H -1.454 -0.850 -1.622 0.317

13
Properties=species:S:1:pos:R:3:nbo_charge:R:1 method="wB97M-V/def2-TZVPD" energy_ev=-6218.5989 smiles="C/C=N/NC" e_lumo_ha=0.041 homo_lumo_gap_ev=9.185 e_above_lowest_kj_mol=313.4
C -2.355 -0.092 0.000 -0.661
C -0.832 0.116 0.027 -0.038
N -0.091 -0.938 0.001 -0.218
N 1.273 -0.805 0.044 -0.451
C 2.057 0.367 -0.032 -0.440
H -2.650 -1.021 -0.650 0.238
H -2.932 -0.023 1.064 0.224
H -2.657 0.897 -0.554 0.209
H -0.395 1.165 0.081 0.165
H 1.705 -1.692 0.039 0.375
H 3.194 0.186 -0.162 0.222
H 1.996 0.913 1.006 0.181
H 1.687 0.926 -0.865 0.195

13
Properties=species:S:1:pos:R:3:nbo_charge:R:1 method="wB97M-V/def2-TZVPD" energy_ev=-6219.5687 smiles=NC1CNC1 e_lumo_ha=0.045 homo_lumo_gap_ev=10.026 e_above_lowest_kj_mol=219.8
N -0.926 0.644 1.509 -0.843
C 0.056 -0.011 0.631 -0.051
C 0.642 0.806 -0.462 -0.221
N 0.695 -0.383 -1.320 -0.625
C -0.221 -1.105 -0.451 -0.237
H -1.651 1.134 0.996 0.354
H -1.375 0.067 2.233 0.369
H 0.868 -0.425 1.314 0.186
H -0.085 1.593 -0.723 0.162
H 1.603 1.325 -0.281 0.190
H 0.483 -0.333 -2.294 0.364
H 0.189 -2.108 -0.164 0.179
H -1.280 -1.215 -0.711 0.172

14
Properties=species:S:1:pos:R:3:nbo_charge:R:1 method="wB97M-V/def2-TZVPD" energy_ev=-8263.5879 e_lumo_ha=-0.012 homo_lumo_gap_ev=7.684 e_above_lowest_kj_mol=553.6
C 0.351 0.982 0.526 0.027
C -0.177 -1.593 -0.990 -0.581
N 1.162 -0.017 0.076 -0.494
N -0.100 0.818 1.865 -0.850
C -0.734 0.368 -0.651 0.334
O -0.888 0.936 -1.708 -0.606
H 1.599 0.276 -0.798 0.361
H 0.495 2.006 0.178 0.205
H 0.552 0.286 2.426 0.383
H -0.354 1.683 2.319 0.377
H -1.390 -0.145 0.051 0.246
H -0.149 -2.222 -0.108 0.202
H 0.713 -1.670 -1.600 0.196
H -1.079 -1.707 -1.586 0.198

14
Properties=species:S:1:pos:R:3:nbo_charge:R:1 method="wB97M-V/def2-TZVPD" energy_ev=-8263.5270 smiles="C=C(O)N(C)N" e_lumo_ha=0.027 homo_lumo_gap_ev=9.381 e_above_lowest_kj_mol=559.5
C 0.887 1.698 -0.253 -0.525
C -0.040 0.781 -0.053 0.451
O -1.567 1.566 0.039 -0.818
N -0.443 -0.359 0.495 -0.247
C 1.183 -1.069 0.381 -0.478
N -1.429 -1.105 -0.097 -0.689
H 0.577 2.718 -0.437 0.255
H 1.942 1.460 -0.290 0.212
H -2.154 0.957 -0.443 0.449
H 1.907 -0.542 0.997 0.213
H 1.509 -1.229 -0.646 0.197
H 0.946 -2.021 0.850 0.204
H -1.443 -1.132 -1.114 0.374
H -1.875 -1.724 0.571 0.401